11
Properties=species:S:1:pos:R:3:forces:R:3:lowdin_charge:R:1 method="wB97M-V/def2-TZVPD" smiles="Nc1[nH]c(=O)oc1Cl" multiplicity=1 e_above_lowest_kj_mol=0.0 orbital_gap_ev=8.894 e_homo_ev=-8.411
C -0.160809 -0.821293 -0.585354 -0.2 0.2 0.2 -0.373
C -1.519943 0.741388 0.385234 0.7 -0.7 -0.2 -0.517
C 0.583434 0.043822 0.102049 0.3 0.0 0.0 -0.699
H -0.141903 -2.788468 -1.048191 0.0 0.0 0.0 0.098
H 1.110130 -1.899265 -1.643841 0.3 -0.1 -0.1 0.080
H -2.296915 -0.721448 -0.918971 0.9 0.3 0.6 0.182
N 0.129801 -1.888517 -1.425224 -0.1 0.0 0.0 0.118
N -1.480595 -0.412650 -0.371804 -1.1 -0.1 -0.5 0.175
O -2.451390 1.388478 0.744264 -0.2 0.3 0.1 0.127
O -0.194988 1.008824 0.700198 -0.4 0.1 0.0 0.064
Cl 2.267010 0.150319 0.307232 -0.1 0.0 0.0 0.744



45
Properties=species:S:1:pos:R:3:forces:R:3:lowdin_charge:R:1 method="wB97M-V/def2-TZVPD" smiles="O=C(CCN1C(=O)S/C(=C/c2ccccc2)C1=O)Nc1ccc(O)c(C(=O)O)c1" multiplicity=1 e_above_lowest_kj_mol=16.1 orbital_gap_ev=6.971 e_homo_ev=-7.972
O -2.781681 -2.266997 -0.699109 -0.3 -0.3 0.0 0.079
C -2.109241 -1.262758 -0.641874 0.6 0.2 -0.2 -0.471
N -2.572829 -0.008298 -0.419169 0.2 0.4 0.0 0.126
C -3.886362 0.409511 -0.186174 -0.5 -0.1 0.1 -0.203
C -4.967248 -0.452840 -0.162384 0.1 0.0 0.0 0.064
C -6.254232 0.036531 0.079428 0.1 0.4 0.0 -0.064
C -6.462727 1.412260 0.300668 0.2 -0.5 -0.1 -0.259
C -5.356749 2.267250 0.272048 -0.2 0.0 0.0 0.005
C -4.095686 1.776606 0.033885 -0.2 -0.2 0.0 0.004
H -3.249822 2.448830 0.014608 0.1 0.1 0.0 0.116
H -5.523300 3.318911 0.441749 0.0 0.1 0.0 0.120
O -7.669329 1.938827 0.537379 -0.3 0.1 0.1 0.081
H -8.333969 1.213745 0.523904 0.2 0.1 0.0 0.087
C -7.399705 -0.874687 0.104867 -0.4 0.1 0.1 -0.453
O -8.551642 -0.522619 0.308947 0.0 0.0 0.0 0.087
O -7.101290 -2.154990 -0.115043 0.3 -0.4 -0.1 0.132
H -7.908039 -2.692510 -0.083615 0.0 0.3 0.0 0.139
H -4.826136 -1.507266 -0.330462 0.0 0.0 0.0 0.109
H -1.890464 0.746437 -0.406243 0.0 -0.3 0.0 0.097
C -0.589061 -1.286363 -0.821785 -0.2 -0.1 0.0 -0.050
C 0.146487 -0.849202 0.455998 -0.1 -0.1 0.1 -0.090
N 1.174390 0.143065 0.184534 -0.2 -0.4 0.2 -0.017
C 0.824451 1.422750 -0.129830 0.7 0.3 -0.1 -0.721
O -0.300617 1.844951 -0.213745 -0.4 0.1 0.0 0.031
S 2.284549 2.375275 -0.403827 -0.1 0.1 0.0 1.106
C 3.343249 0.986586 -0.083432 0.6 0.7 -0.2 -0.384
C 4.679849 1.188751 -0.167949 -1.0 0.1 0.0 -0.040
C 5.839583 0.353030 0.007356 0.6 -0.4 0.1 -0.201
C 5.819002 -1.008089 0.335241 -0.1 0.1 0.0 -0.004
C 6.999648 -1.711379 0.476208 0.1 0.0 0.0 -0.067
C 8.222644 -1.084957 0.296737 0.0 0.0 0.0 -0.075
C 8.261885 0.263190 -0.028527 0.1 -0.1 0.0 -0.079
C 7.088730 0.972229 -0.171647 -0.3 -0.1 0.0 -0.036
H 7.128290 2.021945 -0.425392 0.0 0.1 0.0 0.110
H 9.210854 0.758652 -0.169868 0.1 0.0 0.0 0.105
H 9.140858 -1.641702 0.409212 0.1 0.0 0.0 0.104
H 6.964239 -2.760311 0.729283 0.0 -0.1 0.0 0.107
H 4.879324 -1.511284 0.479288 0.0 0.0 0.0 0.087
H 4.940130 2.210822 -0.427906 0.0 0.0 0.0 0.104
C 2.523639 -0.186874 0.234689 0.0 -0.3 0.1 -0.409
O 2.887937 -1.304106 0.516722 0.0 -0.1 0.0 0.101
H 0.657504 -1.695186 0.919260 -0.1 0.2 0.0 0.129
H -0.553677 -0.416380 1.176384 0.1 -0.1 -0.1 0.139
H -0.335297 -0.614402 -1.644562 0.0 0.0 0.0 0.128
H -0.298161 -2.296971 -1.105858 -0.1 0.1 0.0 0.123



17
Properties=species:S:1:pos:R:3:forces:R:3:lowdin_charge:R:1 method="wB97M-V/def2-TZVPD" smiles="CCO[C@@H](C)C=O" multiplicity=1 e_above_lowest_kj_mol=160.9 orbital_gap_ev=10.604 e_homo_ev=-9.594
C 1.911342 -1.013817 -0.400334 0.0 0.0 0.0 -0.074
C 1.323288 -0.374280 0.851202 0.2 -0.2 0.1 -0.255
O 0.405921 0.671907 0.578960 0.0 0.1 0.0 -0.129
C -0.887736 0.254445 0.212282 -0.2 -0.1 0.0 -0.387
C -1.815596 1.454540 0.366415 -0.1 0.0 0.0 -0.023
C -0.952829 -0.193101 -1.240838 -0.3 -0.2 -0.1 -0.237
O -1.702251 -1.047006 -1.648878 0.3 0.4 0.2 0.066
H 2.681413 -1.741218 -0.119544 -0.1 0.1 0.0 0.080
H 1.153764 -1.545889 -0.986459 0.1 0.0 0.1 0.067
H 2.370872 -0.250776 -1.037636 -0.1 -0.1 0.1 0.083
H 0.839147 -1.135261 1.483346 0.1 0.1 -0.1 0.121
H 2.119392 0.089243 1.442318 -0.1 -0.1 -0.1 0.120
H -1.228399 -0.581780 0.842850 0.0 0.1 -0.1 0.155
H -2.840991 1.183003 0.098290 0.1 0.0 0.0 0.091
H -1.792324 1.806162 1.400865 0.0 -0.1 -0.1 0.088
H -1.483553 2.272612 -0.282406 0.0 -0.1 0.1 0.090
H -0.277476 0.373931 -1.919196 -0.1 -0.1 0.0 0.142



13
Properties=species:S:1:pos:R:3:forces:R:3:lowdin_charge:R:1 method="wB97M-V/def2-TZVPD" multiplicity=1 e_above_lowest_kj_mol=672.0 orbital_gap_ev=5.642 e_homo_ev=-7.471
C 0.172988 -0.767695 -1.237455 -1.6 1.3 -0.6 0.051
C 0.212921 0.704742 -1.115055 1.0 0.1 1.6 -0.351
N -0.106538 -0.917285 1.442552 0.6 1.1 -1.7 -0.007
C -0.002265 0.637126 1.365109 -0.9 -2.6 -0.3 -0.318
N -0.269808 1.334540 0.145643 -0.1 -1.3 -1.4 -0.003
H 0.900154 -1.471078 -1.623941 0.4 0.3 0.3 0.069
H -0.851229 -1.058774 -1.422987 -0.1 -0.6 0.6 0.060
H 0.223920 -1.240198 0.455437 -0.3 0.4 1.7 0.020
H -0.590586 0.984844 -1.807208 -0.1 0.3 -0.2 0.131
H 1.129465 1.193316 -1.427775 0.3 0.2 -0.3 0.103
H -1.110508 -1.116268 1.440160 0.1 -0.1 0.0 0.052
H -0.743549 0.913609 2.111153 0.4 0.7 0.2 0.087
H 1.035038 0.803121 1.674362 0.2 0.2 0.1 0.104



52
Properties=species:S:1:pos:R:3:forces:R:3:lowdin_charge:R:1 method="wB97M-V/def2-TZVPD" multiplicity=1 e_above_lowest_kj_mol=185.1 orbital_gap_ev=9.936 e_homo_ev=-9.667
C -0.203093 1.050329 0.767233 -0.5 0.2 0.9 -0.063
N -0.846616 0.756285 2.065668 0.6 0.6 0.4 -0.265
C -1.956771 1.703620 2.321415 -0.1 -0.5 -0.2 -0.054
C 0.167197 0.833535 3.118483 -0.4 0.4 0.4 -0.114
C 0.963279 -0.436609 3.324356 0.3 -0.2 -1.4 -0.500
O 0.328201 -1.543603 2.916590 0.5 -0.9 0.5 0.108
O 2.096727 -0.534708 3.723750 -0.4 0.3 0.2 0.106
H 0.177153 2.075063 0.652630 0.0 0.0 0.5 0.082
H -1.027195 1.001280 0.067645 0.5 -0.7 -0.8 0.067
H 0.656275 0.388523 0.683491 -0.3 -0.3 -0.8 0.091
H -1.838372 2.255753 3.248019 0.1 0.0 0.2 0.080
H -2.020019 2.446439 1.527686 -0.1 0.0 -0.1 0.082
H -2.881579 1.128357 2.381068 -0.2 0.2 0.0 0.087
H -0.300243 0.974036 4.089879 -0.4 0.1 0.2 0.133
H 0.781925 1.725204 2.969365 0.5 -0.2 0.1 0.139
H -0.532120 -1.426532 2.501646 -0.4 0.8 0.0 0.081
H 1.055138 -0.218145 -2.879294 0.4 0.1 0.5 0.013
H 2.008253 -1.029160 -1.788791 -0.9 0.5 -0.4 0.018
O 1.250589 -1.055082 -2.415904 0.3 -0.3 0.0 -0.082
H 3.883694 -1.225681 -1.051202 -0.1 0.1 0.4 0.083
H 3.224170 -1.689851 0.292055 -0.5 0.2 -0.1 0.026
O 3.230925 -0.962032 -0.381601 0.7 -0.2 -0.7 -0.082
H -1.844448 -2.601156 1.096972 -0.2 0.6 -0.5 0.018
H -2.093558 -1.024421 1.087291 0.2 -0.3 0.1 0.021
O -2.520688 -1.890142 1.161540 0.1 -0.3 0.4 -0.067
H 2.293868 2.850417 -1.510878 0.2 0.0 0.2 -0.001
H 1.533019 3.019735 -2.818156 -0.1 0.1 0.2 0.032
O 1.749735 3.492683 -1.997185 0.1 0.0 -0.3 -0.079
H -3.602893 -1.573928 -0.353622 0.2 -0.1 0.2 0.003
H -3.674541 -1.602337 -1.877927 -0.1 0.0 0.0 0.046
O -3.851907 -1.036212 -1.118965 0.0 0.1 -0.4 -0.063
H -0.260430 -1.944725 -2.095879 0.5 -0.2 0.0 0.008
H -0.573011 -3.105085 -3.037228 0.1 0.0 -0.1 0.043
O -0.643133 -2.841648 -2.118924 -0.7 -0.3 0.2 -0.073
H 1.784841 -3.200617 1.226633 0.3 0.4 0.1 0.055
H 2.569316 -2.331446 2.243861 -0.2 0.1 0.3 0.037
O 2.644059 -2.771257 1.391805 -0.1 -0.6 -0.1 -0.032
H -0.496237 -4.613527 0.992570 0.0 0.1 -0.4 0.068
H -0.464078 -4.007476 -0.476785 -0.2 0.3 0.1 0.037
O -0.567108 -3.801748 0.469669 0.3 -0.3 0.6 -0.060
H -0.289368 1.618901 -2.594676 -0.1 -0.1 -0.4 0.019
H -0.353352 1.417830 -4.112705 -0.1 -0.1 0.1 0.066
O 0.245406 1.333807 -3.365208 0.3 0.2 0.1 -0.070
H -1.248304 3.758694 -1.937821 0.2 0.3 -0.1 0.070
H 0.048391 3.391814 -1.143614 -0.2 0.1 -0.6 0.035
O -0.855641 3.090963 -1.373857 0.0 0.1 0.7 -0.094
H 3.204280 0.801844 -0.346988 0.2 0.1 0.9 0.004
H 3.382134 2.200228 0.517794 0.2 -0.7 0.1 0.059
O 3.097301 1.767916 -0.288504 -0.4 0.7 -0.9 -0.056
H -2.617192 0.361068 -1.862975 -0.5 -0.3 0.0 -0.001
H -2.371956 1.824545 -1.581804 0.1 0.1 -0.1 0.006
O -2.442022 1.198260 -2.308621 0.0 -0.1 -0.1 -0.066



10
Properties=species:S:1:pos:R:3:forces:R:3:lowdin_charge:R:1 method="wB97M-V/def2-TZVPD" multiplicity=3 e_above_lowest_kj_mol=28.9 orbital_gap_ev="8.217 / 7.533" e_homo_ev="-7.374 / -10.150" s_squared=2.0095
C -0.987145 -0.162601 0.813693 2.4 2.5 0.4 -0.035
C -1.061167 0.335158 -0.560909 1.5 -0.4 0.3 -0.339
O -0.177910 0.292113 -1.363076 1.2 -0.6 -0.8 -0.011
O 2.659476 -0.685706 -0.326317 -1.4 -5.7 -0.2 -0.504
Cl 2.517955 1.048109 -0.484796 -0.1 4.9 -0.3 0.505
H -1.892017 -0.623564 1.003213 -1.4 -1.7 1.0 0.058
H 0.011808 -0.574909 0.959934 -0.5 -1.1 0.1 0.075
H -0.909611 0.724839 1.489792 -0.5 -0.3 -0.5 0.112
H -1.935250 0.761486 -0.886822 -2.9 1.3 -0.6 0.090
H 1.773863 -1.114927 -0.644710 1.7 1.0 0.5 0.049



11
Properties=species:S:1:pos:R:3:forces:R:3:lowdin_charge:R:1 method="wB97M-V/def2-TZVPD" smiles="O=C1N[C@H]1[C@@H]1C=N1" multiplicity=1 e_above_lowest_kj_mol=362.6 orbital_gap_ev=10.270 e_homo_ev=-9.359
N 1.300989 0.872664 -0.643911 0.4 0.2 -0.6 0.169
C 1.447762 -0.278419 0.018607 0.1 1.1 1.1 -0.472
C -1.276258 -1.117290 -0.108141 -0.5 2.2 0.3 -0.051
C 0.425483 0.676980 0.537656 0.0 -0.4 0.0 -0.156
C -0.995479 0.281037 0.324638 -0.2 -1.1 0.5 -0.245
N -1.389014 -0.254486 -1.011850 0.1 -0.6 -0.5 0.144
O 2.072875 -1.280056 0.148536 0.0 -0.7 -0.4 0.123
H 1.000180 1.029238 -1.592268 -0.1 0.0 -0.2 0.130
H -1.464822 -2.143075 0.111866 0.1 -0.5 -0.1 0.112
H 0.622699 1.355187 1.359028 0.0 0.0 0.0 0.131
H -1.744416 0.858222 0.855839 0.0 0.0 -0.1 0.115



36
Properties=species:S:1:pos:R:3:forces:R:3:lowdin_charge:R:1 method="wB97M-V/def2-TZVPD" multiplicity=6 orbital_gap_ev="7.047 / 7.182" e_homo_ev="-7.554 / -7.717" s_squared=8.7529
Mn 7.968930 -25.288810 9.211470 1.8 1.4 -1.1 0.286
Br 10.000870 -26.298090 7.996410 -0.3 -0.2 0.0 -0.070
Br 8.985450 -22.724840 9.665350 -0.5 -0.6 -0.2 -0.309
C 5.590540 -26.062220 5.938720 -0.9 -1.1 0.8 -0.052
C 6.869040 -25.278880 6.011750 0.5 -1.6 -2.6 -0.441
C 6.991760 -24.356750 4.789020 1.9 1.1 0.1 -0.190
O 6.067670 -23.270380 4.604370 0.1 -0.8 -1.1 -0.182
C 6.491880 -22.435980 3.478940 -0.4 0.7 1.2 -0.084
N 6.997050 -24.591760 7.279750 -1.3 0.3 -0.7 0.019
H 4.700860 -25.436190 6.006930 -0.1 0.1 0.4 0.090
H 5.657500 -26.796480 6.741500 -0.6 0.2 0.5 0.060
H 5.370470 -26.722290 5.099690 0.8 0.5 -0.6 0.092
H 7.648920 -26.040320 6.001360 0.5 0.3 -0.7 0.109
H 7.146880 -24.908850 3.862080 -0.5 -0.4 0.0 0.128
H 7.946620 -23.853290 4.940320 0.6 0.0 0.0 0.122
H 5.621090 -21.881840 3.128560 -0.1 -0.3 0.1 0.083
H 6.986610 -22.870940 2.610530 -0.2 -0.9 0.3 0.085
H 7.184660 -21.679160 3.846890 0.2 0.0 0.2 0.084
H 7.517020 -23.751320 7.071410 0.3 0.5 0.4 0.066
H 6.019260 -24.355250 7.189820 -0.5 1.5 1.7 0.081
O 6.076870 -24.765680 9.960700 -1.1 -0.2 0.5 -0.081
H 5.685810 -24.723330 10.833350 0.0 0.1 0.4 0.087
H 5.483810 -24.257770 9.407040 0.0 0.3 -0.3 0.076
O 8.651040 -25.740510 11.143570 -0.3 -0.4 0.9 -0.117
H 8.016010 -25.693110 11.858220 -0.2 0.2 0.3 0.071
H 9.455280 -26.053680 11.557530 0.6 0.0 -0.3 0.089
C 6.438620 -29.319580 10.291770 -2.2 1.6 -0.8 -0.241
C 6.086120 -28.146970 9.317810 -0.7 0.1 0.4 -0.200
O 7.119060 -27.236820 8.986580 -0.1 -0.9 0.3 -0.208
O 7.134040 -30.282640 9.583670 1.5 -0.5 0.2 -0.037
H 5.494170 -29.776700 10.587010 -0.5 0.2 0.1 0.114
H 6.813610 -28.932940 11.239390 1.1 -0.4 -0.3 0.124
H 5.272650 -27.504330 9.654510 -0.1 -0.2 0.5 0.117
H 5.723150 -28.565800 8.379230 -0.1 -0.4 -0.1 0.112
H 7.840090 -27.724180 8.581380 0.8 -0.1 -0.3 0.023
H 6.516230 -30.609690 8.925680 0.1 -0.2 -0.1 0.095



7
Properties=species:S:1:pos:R:3:forces:R:3:lowdin_charge:R:1 method="wB97M-V/def2-TZVPD" smiles="O=NN=O.O=PCl" multiplicity=1 e_above_lowest_kj_mol=15.9 orbital_gap_ev=9.186 e_homo_ev=-10.538
N 1.254743 0.051330 -0.035467 -2.4 0.6 -1.2 0.013
N 2.186167 -0.593072 -0.052044 2.5 -1.4 1.4 -0.020
O 0.183370 0.373996 -0.575428 1.7 0.2 0.5 -0.153
O 3.188861 -1.113284 0.419163 -1.3 0.7 -0.8 0.078
O -2.333927 1.735192 0.384191 -0.1 1.6 1.3 -0.511
P -2.341581 0.672129 -0.573075 -0.1 -1.4 -1.3 0.474
Cl -2.137632 -1.126290 0.432661 -0.3 -0.4 0.2 0.119



10
Properties=species:S:1:pos:R:3:forces:R:3:lowdin_charge:R:1 method="wB97M-V/def2-TZVPD" multiplicity=1 e_above_lowest_kj_mol=619.8 orbital_gap_ev="6.846 / 7.269" e_homo_ev="-7.737 / -7.915"
C -0.602582 0.445191 0.249753 -0.6 0.5 2.1 -0.253
C 0.462609 1.078871 -0.297886 1.4 1.8 -0.7 -0.029
C -0.842615 -0.828775 0.099806 0.8 -1.3 -1.2 0.007
C 1.804465 0.853485 -0.270418 -3.2 1.2 -1.3 -0.250
N 2.369495 0.273788 0.991004 0.9 -1.2 0.2 0.064
N 2.337675 -0.683009 0.300876 0.3 0.7 0.6 0.176
H -1.346308 0.849158 0.943047 0.5 1.1 -0.4 0.113
H -0.286470 -1.437007 -0.559654 0.5 -0.8 -0.5 0.058
H -1.637910 -1.194209 0.617241 -2.2 -1.5 1.0 0.027
H 2.341335 1.428970 -0.993046 1.6 -0.5 0.2 0.087



| no. | F_max (eV/A) |
| --- | --- |
| 1 | 1.23 |
| 2 | 1.00 |
| 3 | 0.54 |
| 4 | 2.71 |
| 5 | 1.49 |
| 6 | 5.86 |
| 7 | 2.24 |
| 8 | 3.08 |
| 9 | 3.20 |
| 10 | 3.67 |